1.
# C13H33AgAsCl2O7P2

A molecular structure, C13H33AgAsCl2O7P2 (ωB97M-V/def2-TZVPD, the OMol25 dataset).

```
59
Properties=species:S:1:pos:R:3:forces:R:3:mulliken_charge:R:1
Ag -0.47001 1.27675 -0.87670 -1.58 0.23 1.26 1.11
C 1.83208 -0.23631 -4.52557 0.05 -0.04 0.06 -1.95
C 1.99272 0.86027 -3.49715 -0.42 0.21 0.51 1.15
O 3.20277 1.58756 -3.70563 -0.03 -0.13 -0.10 -0.59
P 2.00036 0.17251 -1.79273 1.22 -0.39 0.07 0.56
O 2.30926 1.38447 -0.83467 -0.36 0.70 -0.62 -0.58
O 3.36294 -0.68207 -1.65668 -0.27 -0.20 -0.01 -0.62
O 0.84261 -0.69497 -1.45616 -0.05 0.16 -0.10 -0.98
P 0.56131 2.03840 -3.45497 0.05 0.92 -0.88 0.50
O 0.70905 2.79675 -4.89666 -0.27 -0.28 0.09 -0.58
O 0.95810 3.03692 -2.39797 0.47 -0.09 0.11 -0.76
O -0.75705 1.35627 -3.41798 0.02 -0.29 -0.08 -0.62
H 2.69990 -0.89767 -4.50213 0.00 -0.03 -0.04 0.41
H 1.74577 0.20319 -5.51936 0.01 0.01 0.00 0.42
H 0.92979 -0.80446 -4.29876 0.02 -0.03 -0.06 0.37
H 3.05330 2.49422 -3.40352 0.01 -0.03 0.06 0.46
H 1.82443 2.20366 -1.23931 0.37 -0.44 0.34 0.51
H 3.10684 -1.56497 -1.35065 0.14 0.10 -0.10 0.37
H -0.12022 2.62340 -5.36520 0.20 0.05 -0.02 0.31
Cl -4.15292 -0.66272 0.37519 -0.01 -0.18 0.11 -0.10
C -4.61891 0.55279 -0.81211 0.31 0.21 -0.31 -0.48
Cl -3.42565 0.71832 -2.11986 -0.32 -0.11 0.16 -0.05
H -4.67363 1.50411 -0.29685 -0.03 0.02 -0.03 0.21
H -5.56638 0.26008 -1.24733 -0.03 0.03 0.02 0.37
C -2.02652 -2.75526 3.28971 0.11 -0.01 -0.15 -1.12
C -1.23506 -3.45738 2.18843 0.08 0.11 0.01 -0.74
As -0.62321 -2.21845 0.74034 -0.14 -0.42 0.21 0.45
C 0.69608 -1.19562 1.80830 0.11 -0.06 0.02 0.16
C 1.63672 -1.88704 2.79179 -0.09 -0.03 -0.06 -1.28
C 0.38896 -3.62646 -0.24206 0.13 0.08 0.04 -0.63
C 1.53699 -4.37056 0.43404 -0.05 0.08 -0.02 -1.04
H -2.32533 -3.45893 4.07077 -0.03 0.03 0.02 0.38
H -2.92691 -2.29030 2.88563 -0.01 0.05 0.04 0.19
H -1.42679 -1.97128 3.75726 -0.05 0.02 0.03 0.27
H -1.85723 -4.21835 1.70924 0.03 0.03 -0.06 0.44
H -0.37938 -3.97619 2.62726 -0.01 -0.02 -0.04 0.28
H 0.06897 -0.47823 2.34520 -0.02 0.02 -0.07 0.18
H 1.26820 -0.60697 1.09189 -0.06 0.06 -0.04 0.02
H 1.10877 -2.60496 3.42323 0.05 0.00 0.03 0.26
H 2.10462 -1.14894 3.44831 -0.01 0.00 0.01 0.43
H 2.43852 -2.41635 2.27829 -0.02 -0.03 0.05 0.23
H 0.73769 -3.15357 -1.15985 -0.07 0.05 -0.02 0.24
H -0.38418 -4.34400 -0.53441 -0.05 0.07 0.01 0.48
H 2.38497 -3.70799 0.61166 0.01 -0.03 0.02 0.13
H 1.89205 -5.19275 -0.19436 -0.01 -0.01 0.01 0.41
H 1.23613 -4.79456 1.39309 0.06 0.00 0.02 0.26
C -1.48354 4.42376 2.35414 -0.04 -0.18 0.10 -1.71
C -1.07013 3.00755 1.92842 0.09 -0.04 -0.24 1.03
C 0.44984 2.88157 2.03126 -0.18 -0.07 0.11 -1.09
C -1.59885 2.67427 0.52024 0.45 0.13 -0.16 -1.05
H -1.23726 4.62561 3.40321 -0.01 0.05 -0.01 0.41
H -2.55722 4.56638 2.21269 -0.01 0.03 0.05 0.38
H -0.96507 5.15960 1.73355 -0.01 0.02 -0.02 0.38
H -1.51278 2.30166 2.64382 0.03 -0.04 -0.01 0.12
H 0.93594 3.62099 1.38865 0.02 -0.01 -0.05 0.32
H 0.76506 1.89064 1.70175 0.07 0.02 0.01 -0.08
H 0.79131 3.03987 3.06055 0.08 0.05 -0.02 0.40
H -1.48979 3.60211 -0.06703 0.01 -0.07 -0.09 0.47
H -2.68800 2.55364 0.61776 0.04 -0.27 -0.19 -0.03
```
Forces are in eV/Å.

For the energy above the lowest of the compared OMol25 structures with the same formula, charge and spin, the calculation gives 29.8 kcal/mol. The HOMO energy comes out at -0.1417 Ha. The HOMO-LUMO gap is 6.6347 eV. Its total charge is -1. The spin multiplicity is 1.


2.
# C13H33AgIN5O6

A molecular structure, C13H33AgIN5O6 (ωB97M-V/def2-TZVPD, the OMol25 dataset).

```
59
Properties=species:S:1:pos:R:3:forces:R:3:lowdin_spin:R:1
Ag 28.08498 25.75784 25.18106 -0.14 0.71 -0.53 0.59
I 26.07832 25.58612 22.96858 0.47 -0.06 0.36 1.17
C 31.08403 26.49563 28.00868 0.00 0.10 -1.05 0.00
C 30.00393 25.39739 27.87730 2.03 1.71 3.71 0.00
C 28.73250 25.81963 28.49705 -1.03 0.46 0.39 0.00
O 29.85270 25.00990 26.57194 -0.25 -0.57 -0.97 0.03
H 31.77265 26.38413 27.17114 0.10 0.03 -0.21 0.00
H 31.74882 26.47847 28.87231 -0.60 -0.05 0.34 0.00
H 30.59118 27.45814 27.87169 0.26 0.24 0.22 0.00
H 30.36666 24.63094 28.56220 0.05 -1.02 -0.66 0.00
H 28.40308 26.82640 28.24014 -0.09 -0.12 -0.80 0.00
H 28.80981 25.93838 29.57781 0.28 -0.61 0.12 0.00
H 27.98346 25.07134 28.23802 -0.16 0.30 0.34 0.00
H 30.63602 24.48304 26.39749 -0.09 0.03 -0.77 0.00
O 29.53724 24.51336 23.87013 -0.74 3.81 1.45 0.04
C 29.71734 23.40406 23.47501 -2.56 -1.71 -3.13 0.01
N 30.66396 22.68161 23.96984 2.10 -1.29 0.94 0.01
C 28.79916 22.75819 22.44952 0.47 -0.61 0.03 0.00
H 31.18075 23.20665 24.66075 0.59 -0.66 -0.12 0.00
H 31.03736 21.87301 23.49355 0.05 0.06 0.36 0.00
H 27.87059 22.52844 22.97209 0.03 -0.26 0.04 0.00
H 29.28830 21.84890 22.10021 -0.42 -0.23 -0.01 0.00
H 28.52139 23.31459 21.55433 0.39 0.52 0.33 0.00
O 26.26038 26.18372 27.19783 5.43 -1.83 -1.59 0.00
C 25.25944 26.67326 27.55435 -3.25 -0.69 0.45 0.00
N 24.15640 26.23516 26.98276 -2.43 0.09 -0.46 0.00
C 25.12401 27.65451 28.58495 0.51 1.47 1.20 0.00
H 23.27282 26.51084 27.38695 -0.20 -0.35 -0.65 0.00
H 24.27730 25.57574 26.22735 -0.54 0.00 0.31 0.00
H 24.68914 28.50600 28.06155 0.04 0.50 0.60 0.00
H 26.14466 27.82129 28.92929 -0.26 0.53 0.24 0.00
H 24.50035 27.35365 29.42675 -0.10 0.02 -0.17 0.00
O 29.42514 27.31340 23.95819 0.05 0.03 -0.70 0.00
C 30.29407 28.12934 23.63417 -3.37 1.53 2.75 0.00
N 31.47478 27.76598 23.27043 2.38 -0.22 -0.53 0.00
C 30.06881 29.65234 23.86784 -0.30 -1.04 -1.54 0.00
H 31.71506 26.81610 23.51558 0.34 0.06 -0.44 0.00
H 32.15917 28.50781 23.23315 0.39 -0.54 -0.15 0.00
H 30.16750 29.96910 24.90612 0.62 -0.26 -0.12 0.00
H 29.05283 29.92707 23.58427 -0.04 -0.22 -0.13 0.00
H 30.72785 30.11824 23.13524 0.11 0.75 0.56 0.00
O 27.55922 23.64751 25.86907 0.69 0.47 -1.12 0.01
C 27.10127 22.75977 26.55472 -0.65 -1.74 1.54 0.00
N 26.19253 23.01389 27.51339 -0.09 0.12 0.07 0.00
C 27.51344 21.29405 26.41000 -0.47 0.47 -0.05 0.00
H 26.08056 23.97569 27.80065 -0.37 0.01 -0.21 0.00
H 25.62858 22.28715 27.93041 0.39 0.13 0.15 0.00
H 28.58767 21.22964 26.23690 -0.21 0.00 -0.43 0.00
H 26.89120 20.91756 25.59810 0.48 -0.25 -0.39 0.00
H 27.28296 20.65313 27.26100 -0.08 0.39 0.20 0.00
O 27.57317 27.93314 25.68996 1.27 -1.15 1.00 0.11
C 26.76845 28.84779 25.61060 0.14 0.98 1.65 0.01
N 25.80335 28.83016 24.76567 -2.38 -0.39 -2.44 0.00
C 26.82138 30.03842 26.52856 1.31 -0.52 0.15 0.01
H 25.69488 27.96265 24.25994 -0.14 0.37 -0.43 0.00
H 25.36294 29.67354 24.42676 -0.26 -0.22 0.30 0.00
H 27.71323 30.52321 26.13145 0.02 0.71 0.55 0.00
H 27.04957 29.62839 27.51238 0.21 0.25 0.01 0.00
H 25.96649 30.70777 26.62468 0.02 -0.25 -0.56 0.00
```
Forces are in eV/Å.

The HOMO energy (alpha / beta) comes out at -0.5508 / -0.5503 Ha. The HOMO-LUMO gap (alpha / beta) is 10.5173 / 5.1089 eV. Its total charge is +2. The spin multiplicity is 3.


3.
# C13H33Br9O10

A molecular structure, C13H33Br9O10 (ωB97M-V/def2-TZVPD, the OMol25 dataset).

```
65
Properties=species:S:1:pos:R:3:forces:R:3:mulliken_charge:R:1
C -3.16067 -3.80610 1.03061 0.25 -0.62 0.88 -0.38
C -1.88942 -3.71293 1.84072 0.73 2.00 0.94 0.72
O -1.98232 -2.82670 3.03068 -1.23 -1.36 -1.33 -0.60
O -4.03291 -4.81195 1.52507 -0.72 0.40 0.15 -0.55
H -2.89894 -4.08475 0.00985 0.19 0.30 -0.28 0.21
H -3.64333 -2.82917 1.05753 -0.32 -0.19 -0.08 0.27
H -1.16387 -3.22322 1.19120 0.20 -0.30 -0.08 -0.70
H -1.52589 -4.70293 2.11615 0.05 -0.08 0.13 0.42
H -1.13207 -2.49017 3.32293 0.40 -0.08 -0.14 0.26
H -3.53522 -5.61525 1.69415 0.14 0.04 -0.04 0.33
C 0.07598 0.10382 4.80739 -0.55 0.94 -1.22 -0.45
C 1.56095 0.42718 4.84334 -3.10 2.65 -1.85 -0.24
O 2.01487 0.14768 6.06791 2.33 -1.77 2.34 -0.54
O -0.21025 -1.28167 4.73011 0.13 -0.05 0.77 -0.46
H -0.45566 0.61098 4.00225 0.34 -0.08 -0.60 0.24
H -0.42167 0.54430 5.67135 0.32 -0.12 0.46 0.38
H 1.56143 1.51717 4.84609 0.03 0.41 -0.46 0.23
H 2.05060 0.18547 3.89997 0.62 -0.92 0.39 0.17
H 2.18412 -0.79574 6.12173 0.11 -0.20 0.29 0.34
H -0.49231 -1.43376 5.63504 -0.19 -0.96 -0.14 0.28
C 0.66152 -2.54356 -2.81828 -0.31 0.81 -1.96 -0.04
C -0.34519 -1.51258 -3.45581 0.19 -0.08 0.73 -0.42
O -0.22446 -0.26315 -2.77681 0.75 -0.45 0.86 -0.16
O 1.95373 -2.21806 -3.31201 0.29 0.30 0.63 -0.51
H 0.53303 -3.54668 -3.22488 -0.68 -0.05 0.32 0.36
H 0.66836 -2.53792 -1.72833 -0.42 0.02 0.02 -0.09
H -1.37820 -1.85806 -3.41542 -0.17 -0.26 0.17 0.35
H -0.11332 -1.28421 -4.49608 0.30 -0.75 -0.21 0.24
H -0.94532 0.32282 -3.01885 -0.47 0.15 -0.18 0.13
H 2.16882 -1.42510 -2.81548 0.56 0.21 -0.23 0.19
C -3.12015 1.96530 -2.03134 0.00 -1.50 -1.08 -0.57
C -2.51085 1.36835 -0.79886 -1.30 0.72 1.46 0.25
O -3.11709 0.09110 -0.48880 0.75 0.74 -0.56 -0.58
O -2.64249 1.14631 -3.11810 0.19 0.06 -0.77 -0.51
H -2.91338 3.00662 -2.27830 0.25 0.02 0.46 0.26
H -4.19680 1.80554 -1.97278 -0.09 0.30 0.21 0.35
H -2.87423 2.03798 -0.01934 0.39 0.00 0.51 0.38
H -1.42203 1.34339 -0.75479 -0.10 -0.02 -0.30 -0.17
H -2.53874 -0.54321 -0.91864 -0.04 -0.38 -0.07 0.31
H -3.36634 0.72924 -3.59103 -0.04 0.11 0.07 0.27
C 0.73099 4.49891 -0.06769 -1.47 0.97 -0.34 -0.46
C 0.06335 5.87076 -0.44332 2.94 -0.35 0.27 -0.59
O 0.20876 6.04443 -1.87085 -0.46 -0.07 0.84 -0.52
O -0.05654 3.56475 -0.74408 -0.84 -1.60 0.17 -0.19
H 0.67525 4.39298 1.01572 -0.52 -0.27 0.03 0.25
H 1.75235 4.20498 -0.30966 0.44 1.37 -0.25 0.26
H 0.67047 6.61252 0.07559 -0.08 0.49 -0.02 0.41
H -0.95581 5.95580 -0.06623 -0.11 -0.43 -0.29 0.27
H 0.19260 6.99088 -2.03076 -0.05 0.00 -0.23 0.28
H -0.07429 3.83911 -1.66387 0.07 0.02 -0.23 0.27
C 2.84885 -4.73641 0.44165 -0.90 -0.61 0.13 0.00
Br 3.34793 -5.96823 1.90149 -0.25 0.71 -0.74 -0.05
Br 0.81928 -4.74710 0.22738 1.84 -0.17 0.00 0.02
Br 3.80707 -5.16866 -1.19586 -0.57 0.30 0.68 0.01
H 3.05646 -3.71122 0.74823 0.09 -0.41 -0.10 -0.02
C 1.51140 0.21518 0.40479 -0.34 -0.19 0.17 0.16
Br -0.12603 -0.69952 0.99871 0.92 0.36 0.13 0.12
Br 3.07205 -1.03167 0.26048 -1.08 0.99 0.03 -0.05
Br 1.91326 1.81870 1.47434 -0.03 -1.13 -0.46 -0.04
H 1.21168 0.56185 -0.58419 0.54 -0.06 0.04 -0.12
C 3.55622 2.69552 -3.97396 0.66 0.30 1.48 -0.48
Br 2.96417 1.14821 -2.91013 0.51 0.57 -0.70 0.12
Br 5.50557 2.59846 -4.51215 -1.89 0.03 0.38 -0.05
Br 3.24154 4.28779 -2.75654 0.29 -0.96 -1.30 -0.02
H 2.88316 2.75560 -4.82922 0.50 0.18 0.09 0.45
```
Forces are in eV/Å.

For the energy above the lowest of the compared OMol25 structures with the same formula, charge and spin, the calculation gives 46.0 kcal/mol. The HOMO energy comes out at -0.3637 Ha. The HOMO-LUMO gap is 9.2729 eV. The spin multiplicity is 1.


4.
# C13H33Cl2N2OP2SV

A molecular structure, C13H33Cl2N2OP2SV (ωB97M-V/def2-TZVPD, the OMol25 dataset).

```
55
Properties=species:S:1:pos:R:3:forces:R:3:lowdin_spin:R:1
C -0.56492 -3.04153 -1.03617 -0.21 -0.90 0.77 0.05
C -0.00227 -1.68829 -1.13073 2.65 2.23 -4.07 0.22
H 0.06064 -3.74162 -1.60084 0.03 0.29 -0.07 0.00
H -1.58028 -3.05357 -1.45089 0.18 0.21 0.01 0.00
H -0.62811 -3.37069 0.00288 -0.13 0.11 -0.25 0.00
O 0.54352 -1.15534 -2.09030 -1.97 -1.91 3.54 0.31
Cl -1.86831 -0.81826 0.51250 0.72 0.59 0.59 0.09
V 0.14459 0.54539 0.29162 -2.25 0.16 0.29 1.42
P -1.25674 1.17257 -1.69879 -0.38 0.19 -0.65 -0.05
C -0.34547 1.90705 -3.09209 0.04 -0.02 0.15 -0.01
C -2.33704 -0.01395 -2.56760 0.14 -0.24 0.25 0.00
H -2.95127 0.56455 -3.26849 0.14 -0.18 0.11 0.00
H -3.07585 2.69193 -2.01353 0.12 0.06 0.28 0.00
H -2.97868 -0.53322 -1.84866 0.05 0.16 -0.27 0.00
H -3.02229 2.05713 -0.32445 0.05 0.15 -0.21 0.00
H 0.33049 1.15015 -3.51050 -0.17 0.26 0.01 0.00
H -1.73080 -0.74543 -3.11571 -0.24 0.23 0.02 0.00
C -2.42993 2.45104 -1.15907 0.18 -0.06 0.17 -0.01
H -1.08805 2.21578 -3.84099 0.32 -0.01 0.11 0.00
H -1.87293 3.33260 -0.82036 -0.26 -0.12 -0.11 0.00
H 0.23900 2.76728 -2.74809 -0.17 -0.17 -0.21 0.00
P 1.11770 -0.88850 1.96967 0.39 -0.89 1.47 -0.01
C 2.93252 -0.81084 2.12121 0.08 0.09 -0.22 0.00
C 0.56575 -0.32034 3.61958 -0.18 0.19 -0.18 0.01
H -0.25480 -2.88048 2.17710 0.20 0.05 0.00 0.00
H 1.31229 -3.03845 3.02108 -0.11 0.12 -0.26 0.00
H 1.24077 -3.20233 1.24257 -0.04 0.01 0.22 0.00
C 0.81962 -2.67830 2.10736 -0.11 -0.09 -0.29 0.00
H -0.52935 -0.26977 3.63295 0.22 -0.03 0.08 0.00
H 0.91884 -1.03091 4.37919 -0.07 0.20 -0.21 0.00
H 3.23522 -1.37200 3.01693 -0.06 0.19 -0.25 0.00
H 3.26948 0.22967 2.20822 -0.06 -0.22 0.01 0.00
H 0.96425 0.68183 3.81585 -0.11 -0.25 0.02 0.00
H 3.39027 -1.26085 1.23318 -0.04 0.04 0.22 0.00
Cl -0.46253 2.17846 1.69044 0.51 -0.90 -0.82 -0.01
C 4.98501 0.74074 -0.72367 0.34 -0.53 0.10 0.00
N 4.45026 1.94628 -0.09206 -1.69 0.41 -0.36 0.00
C 5.39164 3.00533 0.26422 0.32 0.31 0.21 0.00
C 3.13150 2.20230 -0.12729 0.91 0.36 0.58 0.00
S 2.06817 1.02314 -0.86332 0.46 0.33 -0.65 0.00
N 2.66626 3.39391 0.35285 0.05 -0.75 0.00 0.00
C 2.82081 3.72375 1.77483 0.53 0.38 0.07 0.00
C 1.58293 4.11180 -0.31956 -0.20 -0.23 -0.05 0.00
H 6.07729 0.79891 -0.67626 -0.36 -0.14 -0.01 0.00
H 4.67436 0.67372 -1.77446 0.07 0.07 0.28 0.00
H 4.64939 -0.15788 -0.19284 0.13 0.22 -0.18 0.00
H 5.04505 3.96883 -0.12933 0.02 -0.25 0.13 0.00
H 5.51059 3.08052 1.35256 0.01 0.01 -0.29 0.00
H 6.35861 2.75794 -0.17399 -0.15 0.12 0.08 0.00
H 3.20894 4.74770 1.85415 -0.07 -0.26 0.19 0.00
H 1.84860 3.66628 2.28303 0.20 -0.01 -0.20 0.00
H 3.51592 3.02988 2.26386 -0.21 0.23 -0.14 0.00
H 1.58912 3.85974 -1.38648 0.01 0.21 0.31 0.00
H 0.61183 3.84998 0.12530 0.24 0.26 -0.23 0.00
H 1.76617 5.18856 -0.19401 -0.06 -0.34 -0.08 0.00
```
Forces are in eV/Å.

For the energy above the lowest of the compared OMol25 structures with the same formula, charge and spin, the calculation gives 28.4 kcal/mol. The HOMO energy (alpha / beta) comes out at -0.5410 / -0.5635 Ha. The HOMO-LUMO gap (alpha / beta) is 6.1798 / 7.3164 eV. Its total charge is +2. The spin multiplicity is 3.